[1]
Computed, not measured: a structure of composition C17H33F9MnNO8 in a non-equilibrium geometry, with ωB97M-V/def2-TZVPD.

The geometry in XYZ format:
```
69
Properties=species:S:1:pos:R:3:mulliken_charge:R:1
H 0.340 -1.322 2.879 0.208
O 0.579 -1.425 1.953 -0.088
H -0.687 -6.203 0.689 0.414
H 3.575 -0.605 -3.687 0.298
H 1.948 3.165 3.370 0.392
F -4.048 2.699 -1.452 -0.281
O 2.641 -0.872 -1.845 -0.056
C -2.885 3.262 -1.035 0.655
H -2.635 1.535 3.594 0.304
H -0.320 -4.642 1.301 0.104
C 1.488 4.335 -1.800 -1.277
F 1.423 -0.594 -4.716 -0.327
H 2.003 3.518 1.745 0.302
F -0.456 -0.407 -3.699 -0.261
H 1.737 5.109 -2.533 0.446
H -3.322 0.292 2.351 0.001
H 2.484 -1.938 2.698 0.353
H -0.530 4.904 -1.987 0.307
C -4.184 -2.704 1.935 0.753
F -5.122 -1.842 1.492 -0.286
F 1.180 1.062 -3.351 -0.273
O -2.278 -1.612 0.665 -0.416
H 1.425 0.712 2.641 -0.027
H 1.616 -3.226 1.739 0.174
C -0.844 -5.139 0.482 -0.835
H -0.294 -4.885 -0.424 0.228
H -0.047 3.522 -3.029 0.367
H -0.582 2.475 3.305 0.511
H 2.063 0.937 0.359 0.165
C -2.661 1.119 2.578 -0.454
H 1.707 4.798 -0.838 0.284
F -3.947 -2.484 3.236 -0.290
C 4.953 -0.796 -1.958 -1.195
C 2.051 2.649 2.409 -1.690
O -1.318 0.787 2.265 -0.016
H 2.269 -1.862 0.939 0.016
H -2.960 2.000 1.997 0.104
H 3.701 -2.233 -3.043 0.322
H 4.968 0.293 -1.928 0.249
N 1.116 1.146 0.662 0.217
C 1.018 1.550 2.070 0.828
F -2.788 4.483 -1.637 -0.300
H 4.889 -1.296 -0.998 0.252
C 0.850 -0.251 -3.528 0.818
H -2.090 -3.085 1.845 0.156
Mn -0.466 -0.334 0.412 2.419
C 1.329 -1.120 -2.342 -0.641
O -2.932 -3.720 0.095 -0.398
O 0.469 -1.224 -1.316 -0.875
H -1.594 2.191 -2.373 0.211
C -2.349 -4.983 0.337 -0.396
H -0.839 2.646 1.659 0.178
H 2.157 3.485 -1.952 0.208
C -1.645 2.399 -1.289 -0.135
F -4.782 -3.923 1.875 -0.337
H -2.929 -5.403 1.169 0.312
O -0.433 3.149 -0.974 -0.369
C 1.798 -2.158 1.881 -0.531
H 3.057 2.234 2.351 0.400
F -3.090 3.507 0.296 -0.304
H 1.404 -2.155 -2.737 0.182
H 0.834 1.997 0.173 -0.247
H 5.856 -1.044 -2.522 0.419
C -0.441 1.914 2.373 -0.589
O -1.648 1.204 -0.687 -0.815
C 3.694 -1.173 -2.762 -0.359
H -2.669 -5.652 -0.466 0.349
C 0.044 3.973 -2.039 -0.292
C -2.850 -2.741 1.125 -0.547
```

Results
strongest force on any atom: 3.55 eV Å⁻¹
net charge: -1
LUMO (alpha / beta): 2.34 / 2.33 eV
spin multiplicity: 6
Kohn-Sham gap (alpha / beta): 6.950 / 7.192 eV
E_tot: -91813.8053 eV

[2]
Computed, not measured: an isolated molecule of C11H21N3O3 in a non-equilibrium geometry, with ωB97M-V/def2-TZVPD.

The geometry in XYZ format:
```
38
Properties=species:S:1:pos:R:3:mulliken_charge:R:1
H -2.795 -0.962 -1.877 0.279
H -2.306 2.204 0.838 0.149
C -3.223 -1.467 0.121 -0.551
O 0.222 2.331 1.736 -0.620
H -2.285 -1.273 0.595 0.224
H -1.678 0.530 1.163 0.535
H 2.134 -2.314 0.926 0.321
N 2.856 0.450 -0.380 -0.071
C 0.270 2.138 0.563 0.416
H 0.236 0.386 -1.825 0.280
C -3.311 -0.428 -1.009 -0.438
H -4.121 -0.531 1.654 0.279
H -4.347 -0.303 -1.389 0.356
C 4.100 -1.075 0.847 -0.546
O 0.345 -1.117 1.044 -0.633
H -4.002 1.511 -0.090 0.471
C -3.083 1.038 -0.496 -0.941
H 3.336 -2.695 -0.503 0.332
H 3.921 -0.620 1.878 0.235
N -4.337 -1.518 1.251 -0.637
N 0.066 0.319 -0.826 -0.027
H -3.067 -2.566 -0.328 0.282
C 2.938 -1.983 0.223 -0.728
O 1.392 2.437 -0.072 -0.475
H -5.256 -1.552 0.933 0.257
C -0.730 1.560 -0.280 -0.360
H 2.709 1.002 -1.116 0.241
C -2.008 1.226 0.434 -0.472
H 4.425 1.077 0.385 0.352
H -2.908 1.587 -1.474 0.270
H 2.090 -0.796 -1.761 0.471
H 5.052 -1.641 0.884 0.343
H 4.982 -0.087 -0.900 0.223
H 1.942 2.251 0.708 0.298
C 2.175 -0.829 -0.659 -0.254
C 0.786 -0.702 -0.041 0.250
H -0.694 2.303 -1.109 0.547
C 4.176 0.108 -0.049 -0.659
```

Results
strongest force on any atom: 6.05 eV Å⁻¹
energy above the lowest of the compared OMol25 structures with the same formula, charge and spin: 533.0 kJ/mol
LUMO: 0.44 eV
SMILES: NCCCC[C@H](NC(=O)[C@@H]1CCCN1)C(=O)O
Kohn-Sham gap: 9.494 eV
E_tot: -22356.5500 eV

[3]
Computed, not measured: a cluster of 2 separate species, C5H9NS in total in a non-equilibrium geometry, with ωB97M-V/def2-TZVPD.

The geometry in XYZ format:
```
16
Properties=species:S:1:pos:R:3:mulliken_charge:R:1
C 1.241 -0.775 1.132 -1.019
H 1.358 -1.417 -1.667 0.416
H 0.483 -1.524 0.916 0.315
H -0.699 2.268 0.666 0.336
H -0.073 -0.681 -1.405 0.402
H 0.798 -0.280 2.039 0.303
H 2.295 -1.199 1.516 0.286
C 0.925 -0.515 -1.384 -1.550
C -2.684 0.008 0.002 -0.339
C 1.467 0.037 -0.137 0.587
C -1.448 2.081 0.008 -0.510
H -1.817 2.841 -0.721 0.244
H 1.003 0.075 -2.194 0.494
N -2.144 1.072 0.280 0.039
S 2.271 1.398 0.143 -0.235
H -3.503 -0.582 0.437 0.231
```

Results
strongest force on any atom: 3.88 eV Å⁻¹
energy above the lowest of the compared OMol25 structures with the same formula, charge and spin: 449.0 kJ/mol
LUMO: 0.09 eV
Kohn-Sham gap: 8.013 eV
E_tot: -17651.5402 eV

[4]
Computed, not measured: a structure of composition C32H48AsBrNO6RuS4Si2 in a non-equilibrium geometry, with ωB97M-V/def2-TZVPD.

The geometry in XYZ format:
```
96
Properties=species:S:1:pos:R:3:mulliken_charge:R:1
C 4.526 -0.111 6.108 -0.444
H -3.289 6.340 1.573 0.297
S 0.917 -1.915 6.272 1.163
H 3.694 -0.583 -3.162 0.306
H -2.912 1.458 -3.359 0.685
H -0.360 4.497 3.106 0.346
Ru -0.785 -1.194 1.640 1.149
C 1.133 2.230 -5.314 -1.765
H 1.313 0.588 3.652 0.270
O 1.273 -3.967 3.561 -0.606
H 2.398 -2.209 -5.555 0.536
C 1.514 1.955 -3.851 2.515
C -0.373 3.428 2.921 0.086
H -1.709 -0.524 -1.548 -0.313
H -3.570 4.551 -0.825 0.410
C -1.999 -4.079 0.762 -0.079
H 1.388 1.401 -5.978 0.267
H -5.251 3.950 1.710 0.339
H 1.038 -1.129 -5.860 0.283
H 1.430 3.070 -1.976 0.332
Si -2.780 3.918 1.447 0.214
C -3.870 -5.844 1.881 -0.491
H -1.141 -1.212 -5.205 0.335
C 3.045 1.881 -3.764 -2.217
C -1.164 0.216 -3.540 2.860
H -1.851 4.115 -0.847 0.140
H -3.077 2.848 -0.754 0.059
H -1.848 -5.510 -0.825 0.378
S -2.199 -2.302 2.840 -0.304
O 0.842 -1.389 7.624 -0.818
C -1.852 -0.784 -2.597 -1.567
S -2.373 0.484 0.966 -0.489
H 5.998 -0.081 4.544 0.356
S -0.838 -2.953 0.117 -0.105
C 5.018 -0.426 4.853 -0.580
C -4.431 3.367 2.137 -1.078
C -2.825 3.857 -0.425 -0.581
H -2.485 5.812 3.055 0.299
N -0.390 0.726 2.532 0.101
H 2.647 -0.465 -5.562 0.299
H 4.623 -1.477 3.011 0.474
C 1.676 -1.260 -3.757 2.556
C 0.860 -2.520 -3.425 -2.203
H -2.930 -0.761 -2.798 0.580
H 3.463 2.855 -4.048 0.587
C 3.015 -1.421 -3.018 -1.882
H -0.992 0.471 -5.726 0.283
C -1.826 1.575 -3.272 -2.056
C -1.393 2.882 2.146 0.253
H 0.028 3.348 -2.999 0.323
H 2.866 -1.557 -1.947 0.352
O 3.425 -3.222 1.987 -0.813
H 0.575 -2.570 -2.371 0.369
H 1.582 4.065 -3.431 0.540
H -4.590 -6.527 2.317 0.324
C 1.102 3.173 -3.010 -1.921
Si 0.720 0.316 -3.198 -0.155
H 1.435 3.068 4.051 0.441
C -2.616 -3.786 1.984 0.624
H -4.453 3.485 3.223 0.325
H 1.675 3.115 -5.667 0.523
C -2.490 5.707 1.968 -1.158
H 3.469 1.135 -4.435 0.347
Br 0.999 0.414 -0.978 -0.429
H 3.511 -2.321 -3.398 0.539
H -1.542 6.093 1.586 0.303
C -1.337 1.489 1.957 0.328
C -1.460 -0.190 -4.992 -1.965
H 5.117 0.485 6.795 0.362
H 2.880 -0.370 7.478 0.502
C -3.256 -6.146 0.667 -0.514
O 1.011 -3.376 6.225 -0.807
H -3.497 -7.069 0.150 0.319
H -1.523 2.346 -3.982 0.301
H -4.596 2.312 1.912 0.304
C 0.636 2.640 3.461 -1.207
H 1.480 -3.399 -3.636 0.624
H -1.515 -1.809 -2.721 0.373
As 2.168 -2.655 2.863 0.556
C 2.978 -1.641 4.346 -0.649
C 4.251 -1.196 3.990 -0.531
C 1.949 -1.250 -5.270 -1.899
C -3.546 -4.665 2.533 -0.724
C 3.279 -0.578 6.495 -0.479
O 1.159 -1.651 1.945 -0.112
H 0.892 -3.709 4.434 0.501
C -2.332 -5.274 0.117 -0.622
C 2.500 -1.339 5.630 0.639
H -0.043 -2.605 -4.030 0.250
H -2.543 -0.149 -5.154 0.516
H 0.067 2.435 -5.427 0.308
H -4.005 -4.416 3.484 0.403
O -0.050 -1.369 5.342 -0.554
C 0.584 1.274 3.247 -0.386
H -1.619 1.923 -2.259 0.103
H 3.378 1.659 -2.748 0.342
```

Results
strongest force on any atom: 1.07 eV Å⁻¹
energy above the lowest of the compared OMol25 structures with the same formula, charge and spin: 93.0 kJ/mol
net charge: -2
LUMO (alpha / beta): 3.68 / 3.68 eV
spin multiplicity: 2
Kohn-Sham gap (alpha / beta): 5.262 / 5.555 eV
E_tot: -240305.5987 eV